1.
Density functional theory data (ωB97M-V with the def2-TZVPD basis set) for 2 unconnected molecules or ions with the total composition C10H13O3.

XYZ file:
```
26
Properties=species:S:1:pos:R:3
C 0.97 3.56 0.43
C 1.10 1.01 0.10
C 0.90 2.29 -0.39
C 1.20 -0.07 -0.77
C 0.80 -0.03 -2.15
C 0.76 2.40 -1.76
C 0.78 1.34 -2.63
O 0.46 -1.03 -2.86
H 1.33 0.80 1.14
H 1.39 -1.10 -0.46
H 1.98 3.72 0.82
H 0.45 3.38 1.38
H 0.54 3.35 -2.24
H -0.34 -2.03 -1.48
H 0.64 1.33 -3.71
H 0.75 4.49 -0.08
C -1.62 -1.84 1.19
C -1.79 -2.47 2.53
C -0.57 -2.56 0.37
O 0.34 -3.22 0.81
O -0.88 -2.67 -0.96
H -2.49 -1.94 0.54
H -1.33 -0.78 1.23
H -2.47 -1.86 3.14
H -0.90 -2.53 3.18
H -2.03 -3.54 2.64
```

Values from the calculation:
Kohn-Sham gap ... 6.54 eV
Net charge ... -1
Energy above the lowest of the compared OMol25 structures with the same formula, charge and spin ... 34.8 kcal/mol
Electronic energy ... -614.6058 a.u.

2.
Density functional theory data (ωB97M-V with the def2-TZVPD basis set) for a molecular structure, C8H22N2O2Rb.

XYZ file:
```
35
Properties=species:S:1:pos:R:3
Rb -0.22 -0.72 -2.46
C 1.07 3.80 -2.55
C 0.18 2.61 -2.24
C -1.07 2.78 -1.39
O -1.60 1.43 -1.33
C -2.03 1.06 -0.05
N -0.48 2.21 -3.55
H 0.55 4.65 -3.00
H 1.74 3.42 -3.33
H 1.72 4.13 -1.74
H 0.82 1.76 -2.01
H -1.76 3.51 -1.80
H -0.73 3.03 -0.37
H -3.00 1.48 0.23
H -1.35 1.35 0.75
H -2.11 -0.03 0.06
H -1.34 1.85 -3.16
H -0.78 3.06 -4.01
C 1.63 -3.15 2.44
C 1.11 -1.71 2.44
C -0.13 -1.50 1.56
O 0.05 -1.98 0.21
C -0.26 -3.36 0.04
N 0.84 -1.31 3.82
H 2.36 -3.31 3.24
H 2.25 -3.42 1.59
H 0.80 -3.82 2.67
H 1.89 -1.01 2.13
H -0.35 -0.44 1.45
H -0.93 -2.08 2.02
H 0.58 -4.01 0.28
H -0.32 -3.45 -1.05
H -1.22 -3.69 0.44
H 0.36 -2.00 4.39
H 1.71 -1.11 4.29
```

Values from the calculation:
Kohn-Sham gap ... 8.81 eV
Net charge ... +1
Energy above the lowest of the compared OMol25 structures with the same formula, charge and spin ... 42.1 kcal/mol
Electronic energy ... -601.8350 a.u.

3.
Density functional theory data (ωB97M-V with the def2-TZVPD basis set) for 9 unconnected molecules or ions with the total composition C28H49Cl2FO7.

XYZ file:
```
87
Properties=species:S:1:pos:R:3
F -1.88 17.35 -16.40
C -2.92 16.69 -15.84
C -2.89 16.22 -14.49
C -3.98 15.54 -13.98
C -5.08 15.26 -14.82
C -5.08 15.73 -16.15
C -3.99 16.47 -16.68
H -1.95 16.23 -13.96
H -3.99 15.13 -12.98
H -5.93 14.68 -14.50
H -5.95 15.64 -16.78
H -3.98 16.94 -17.65
C -12.32 10.64 -17.18
C -13.21 11.32 -16.18
C -14.59 10.77 -15.96
O -12.85 12.26 -15.47
H -12.56 10.74 -18.24
H -12.27 9.62 -16.82
H -11.30 10.94 -16.95
H -15.29 10.80 -16.79
H -14.94 11.42 -15.16
H -14.52 9.78 -15.50
C -13.94 27.75 -16.17
C -13.90 26.69 -17.21
C -12.60 25.81 -17.20
O -14.85 26.40 -17.89
H -14.83 28.36 -15.99
H -13.21 28.48 -16.53
H -13.58 27.30 -15.25
H -11.83 26.31 -17.79
H -12.88 24.94 -17.80
H -12.32 25.51 -16.19
C -9.03 10.81 -8.27
C -10.32 11.48 -7.90
C -11.16 11.96 -9.09
O -10.53 11.72 -6.72
H -9.17 9.74 -8.38
H -8.20 11.16 -7.66
H -8.80 11.17 -9.28
H -12.14 12.36 -8.84
H -11.31 11.08 -9.71
H -10.54 12.63 -9.68
C -12.27 17.64 -22.66
C -11.29 17.79 -21.48
C -10.29 18.90 -21.51
O -11.25 16.98 -20.56
H -12.90 18.52 -22.74
H -12.84 16.71 -22.61
H -11.79 17.59 -23.64
H -10.59 19.68 -22.22
H -9.34 18.51 -21.86
H -10.14 19.31 -20.51
C -5.32 24.36 -18.92
C -5.48 24.58 -20.43
C -6.01 25.87 -20.99
O -5.51 23.58 -21.17
H -5.80 23.41 -18.70
H -5.78 25.14 -18.32
H -4.26 24.27 -18.66
H -6.95 25.72 -21.52
H -5.30 26.44 -21.59
H -6.23 26.49 -20.12
C -18.62 24.22 -13.67
C -17.37 23.70 -12.90
C -17.16 24.15 -11.51
O -16.55 22.91 -13.44
H -18.69 25.29 -13.86
H -19.43 23.88 -13.03
H -18.72 23.64 -14.59
H -18.02 23.78 -10.94
H -17.03 25.22 -11.36
H -16.38 23.53 -11.07
C -17.48 17.10 -12.70
C -17.53 16.59 -11.22
C -17.48 17.55 -10.08
O -17.65 15.39 -10.91
H -17.96 16.36 -13.34
H -16.42 17.15 -12.95
H -18.09 17.99 -12.87
H -16.86 18.40 -10.38
H -17.10 17.15 -9.13
H -18.49 17.93 -9.95
Cl -11.26 19.63 -11.73
C -10.89 19.16 -13.37
Cl -9.49 20.06 -14.11
H -10.66 18.10 -13.50
H -11.79 19.46 -13.91
```

Values from the calculation:
SMILES ... Fc1ccccc1.CC(C)=O.CC(C)=O.CC(C)=O.CC(C)=O.CC(C)=O.CC(C)=O.CC(C)=O.ClCCl
Kohn-Sham gap ... 9.46 eV
Net charge ... 0
Energy above the lowest of the compared OMol25 structures with the same formula, charge and spin ... 22.7 kcal/mol
Electronic energy ... -2643.0966 a.u.

4.
Density functional theory data (ωB97M-V with the def2-TZVPD basis set) for a single C4H8N2O molecule.

XYZ file:
```
15
Properties=species:S:1:pos:R:3
C 1.48 -0.70 -0.42
C 0.35 -1.10 0.60
C -2.60 0.85 -0.32
C 1.98 0.66 -0.22
N -1.55 0.37 0.29
N -0.92 -0.75 0.00
O 1.32 1.55 0.29
H 2.47 -1.43 -0.43
H 0.99 -0.52 -1.39
H 0.33 -2.19 0.72
H 0.48 -0.65 1.59
H -3.11 0.38 -1.19
H -2.87 1.90 -0.17
H 3.01 0.84 -0.53
H -1.37 0.80 1.20
```

Values from the calculation:
Kohn-Sham gap (alpha / beta) ... 8.42 / 8.43 eV
Net charge ... 0
Energy above the lowest of the compared OMol25 structures with the same formula, charge and spin ... 109.5 kcal/mol
Electronic energy ... -341.8291 a.u.

5.
Density functional theory data (ωB97M-V with the def2-TZVPD basis set) for a single C22H28N4O4 molecule.

XYZ file:
```
58
Properties=species:S:1:pos:R:3
C -6.32 -0.02 1.29
C -4.80 -0.12 1.26
O -4.29 1.18 1.00
C -2.96 1.34 0.86
C -2.53 2.64 0.54
C -1.20 2.91 0.35
C -0.25 1.89 0.46
N 1.13 2.15 0.26
C 1.98 1.93 1.43
C 2.59 0.52 1.53
O 2.37 -0.19 2.48
N 3.36 0.21 0.47
C 4.21 -0.97 0.38
C 3.40 -2.25 0.58
C 5.35 -0.88 1.38
C 1.71 2.50 -0.90
O 2.93 2.57 -1.01
C 0.83 2.78 -2.11
C 0.77 1.54 -3.02
C -0.26 0.55 -2.49
O -1.45 0.78 -2.54
N 0.28 -0.58 -1.96
C -0.38 -1.68 -1.42
C -1.76 -1.83 -1.40
C -2.28 -2.98 -0.83
C -1.42 -3.92 -0.29
C -0.06 -3.68 -0.37
N 0.45 -2.59 -0.92
C -0.67 0.62 0.82
C -2.00 0.34 1.02
H -6.75 -1.00 1.48
H -6.68 0.34 0.33
H -6.63 0.67 2.06
H -4.48 -0.81 0.47
H -4.42 -0.49 2.22
H -3.28 3.41 0.45
H -0.88 3.92 0.13
H 1.39 2.11 2.32
H 2.80 2.65 1.38
H 3.55 0.97 -0.18
H 4.62 -0.97 -0.64
H 4.03 -3.12 0.42
H 2.56 -2.30 -0.11
H 3.01 -2.28 1.60
H 5.93 0.03 1.22
H 6.01 -1.74 1.28
H 4.95 -0.87 2.39
H -0.19 3.06 -1.84
H 1.30 3.59 -2.66
H 0.43 1.85 -4.01
H 1.76 1.09 -3.11
H 1.29 -0.66 -1.90
H -2.39 -1.07 -1.83
H -3.35 -3.13 -0.80
H -1.79 -4.83 0.17
H 0.67 -4.38 0.03
H 0.07 -0.16 0.95
H -2.29 -0.66 1.29
```

Values from the calculation:
SMILES ... CCOc1ccc(N(CC(=O)NC(C)C)C(=O)CCC(=O)Nc2ccccn2)cc1
Kohn-Sham gap ... 9.16 eV
Net charge ... 0
Energy above the lowest of the compared OMol25 structures with the same formula, charge and spin ... 1.3 kcal/mol
Electronic energy ... -1375.1920 a.u.

6.
Density functional theory data (ωB97M-V with the def2-TZVPD basis set) for 2 unconnected molecules or ions with the total composition CH2O5PS.

XYZ file:
```
10
Properties=species:S:1:pos:R:3
C -2.13 1.27 -0.10
O -1.40 -1.28 -0.80
O -2.88 2.03 0.40
O -2.06 -0.41 1.41
O -3.75 -0.72 -0.41
O -0.27 1.98 0.04
P 0.86 0.80 0.09
S -2.34 -0.56 -0.04
H 0.44 0.07 -1.16
H 0.01 -0.17 0.72
```

Values from the calculation:
Kohn-Sham gap (alpha / beta) ... 8.18 / 8.18 eV
Net charge ... -1
Energy above the lowest of the compared OMol25 structures with the same formula, charge and spin ... 59.8 kcal/mol
Electronic energy ... -1155.0418 a.u.

7.
Density functional theory data (ωB97M-V with the def2-TZVPD basis set) for 2 unconnected molecules or ions with the total composition C4H6O2.

XYZ file:
```
12
Properties=species:S:1:pos:R:3
C 1.58 1.48 0.57
C 1.77 0.76 -0.51
O 1.93 0.12 -1.47
H 1.84 2.53 0.57
H 1.18 0.98 1.45
C -1.62 -0.37 -0.19
C -0.61 -1.45 0.07
O 0.28 -1.38 0.89
H -1.47 0.47 0.49
H -2.64 -0.77 -0.07
H -1.53 -0.02 -1.23
H -0.71 -2.35 -0.56
```

Values from the calculation:
SMILES ... C=C=O.CC=O
Kohn-Sham gap ... 10.09 eV
Net charge ... 0
Energy above the lowest of the compared OMol25 structures with the same formula, charge and spin ... 39.2 kcal/mol
Electronic energy ... -306.4439 a.u.

8.
Density functional theory data (ωB97M-V with the def2-TZVPD basis set) for 2 unconnected molecules or ions with the total composition C5H14N3.

XYZ file:
```
22
Properties=species:S:1:pos:R:3
C 1.56 -0.66 -1.36
N 0.75 -1.14 -0.21
C -0.43 -2.02 -0.59
N -1.50 -1.33 -1.23
H 2.57 -0.47 -1.03
H 1.60 -1.42 -2.13
H 1.13 0.26 -1.75
H 1.33 -1.70 0.41
H -0.77 -2.42 0.36
H -0.05 -2.82 -1.22
H -2.10 -0.83 -0.59
H -1.22 -0.74 -2.00
C -0.49 2.15 0.92
C -0.82 2.33 -0.34
C 0.16 0.83 2.68
N 0.06 0.95 1.42
H -0.69 2.95 1.64
H -0.65 1.56 -1.08
H -1.24 3.27 -0.66
H 0.55 -0.09 3.09
H -0.13 1.64 3.35
H 0.36 -0.28 0.33
```

Values from the calculation:
Kohn-Sham gap ... 10.33 eV
Net charge ... +1
Energy above the lowest of the compared OMol25 structures with the same formula, charge and spin ... 52.0 kcal/mol
Electronic energy ... -362.8964 a.u.